Record 1
The following is a DFT calculation (ωB97M-V/def2-TZVPD) of a 13-piece molecular cluster, C19H64O19 overall in a non-equilibrium geometry.

Output
HOMO-LUMO gap   10.0 eV
M   596.70 g/mol
ΔE to the lowest compared entry with this formula, charge and spin   5.1490 eV
Lowest unoccupied orbital energy   0.041 eV
Max |F|   2.51 eV Å⁻¹

Atoms and positions in Å:
C -2.974 6.143 -1.691
O -3.301 6.921 -2.802
H -3.905 5.966 -1.153
H -2.628 5.166 -2.030
H -2.258 6.511 -0.957
H -3.782 6.382 -3.434
C 4.944 0.070 5.591
O 5.064 -0.332 4.220
H 5.417 -0.622 6.288
H 5.396 1.038 5.806
H 3.877 0.114 5.809
H 4.679 0.326 3.636
C 0.174 6.250 4.285
O 1.327 6.181 3.482
H -0.498 7.026 3.916
H -0.422 5.343 4.179
H 0.433 6.487 5.316
H 1.630 5.272 3.421
C -0.367 -3.225 -7.845
O -1.770 -2.975 -7.749
H -0.321 -4.314 -7.863
H 0.089 -2.878 -8.772
H 0.217 -2.883 -6.991
H -1.809 -2.033 -7.570
C -5.662 5.392 4.624
O -5.203 4.390 3.772
H -6.310 5.016 5.415
H -4.838 5.827 5.189
H -6.079 6.216 4.045
H -4.875 3.683 4.333
C -3.630 -6.114 -2.435
O -3.779 -7.490 -2.128
H -4.266 -5.592 -3.151
H -3.786 -5.687 -1.444
H -2.614 -5.860 -2.736
H -3.032 -7.757 -1.588
C -5.868 -0.387 -2.725
O -7.001 -0.835 -2.015
H -4.998 -0.301 -2.074
H -5.692 -1.019 -3.596
H -6.156 0.578 -3.141
H -7.736 -0.859 -2.631
C 0.450 -0.909 0.558
C 0.428 0.535 1.176
O 1.700 1.168 0.960
O 0.779 -0.900 -0.828
H -0.566 -1.304 0.579
H 1.061 -1.561 1.181
H 0.247 0.565 2.251
H -0.361 1.139 0.729
H 1.612 1.378 0.027
H 0.997 -1.798 -1.088
C -4.323 3.908 -7.531
C -2.849 3.545 -7.285
O -2.652 2.329 -6.557
O -4.972 4.279 -6.366
H -4.967 3.152 -7.981
H -4.406 4.798 -8.154
H -2.279 4.357 -6.833
H -2.326 3.474 -8.239
H -2.000 2.444 -5.862
H -5.885 3.998 -6.462
C 4.586 -5.736 -1.479
C 5.980 -5.431 -1.899
O 6.872 -5.954 -0.930
O 3.657 -5.371 -2.516
H 4.394 -5.154 -0.578
H 4.447 -6.788 -1.229
H 5.975 -4.348 -2.023
H 6.250 -5.874 -2.858
H 6.507 -5.725 -0.073
H 4.000 -5.727 -3.339
C 3.513 -6.809 5.232
C 4.797 -6.013 5.529
O 5.297 -5.376 4.306
O 2.624 -5.848 4.721
H 3.209 -7.235 6.189
H 3.729 -7.606 4.521
H 5.585 -6.702 5.832
H 4.609 -5.334 6.361
H 4.956 -4.480 4.257
H 2.415 -5.114 5.303
C -2.594 -2.569 7.391
C -3.427 -1.660 6.460
O -3.341 -0.285 6.792
O -1.165 -2.448 7.264
H -2.838 -3.622 7.248
H -2.781 -2.309 8.433
H -4.478 -1.943 6.514
H -3.097 -1.849 5.438
H -3.764 -0.124 7.639
H -0.964 -1.730 7.869
C 4.139 5.561 -2.854
C 5.048 6.245 -3.889
O 6.148 5.337 -4.112
O 3.685 4.247 -3.264
H 3.358 6.301 -2.677
H 4.741 5.445 -1.952
H 5.470 7.046 -3.282
H 4.714 6.627 -4.854
H 5.938 4.812 -4.888
H 4.429 3.814 -3.688

***

Record 2
The following is a DFT calculation (ωB97M-V/def2-TZVPD) of C19H68B2NO38 as an isolated structure in a non-equilibrium geometry.

Output
HOMO-LUMO gap   6.6 eV
M   940.35 g/mol
ΔE to the lowest compared entry with this formula, charge and spin   1.0583 eV
Net charge   -1
Lowest unoccupied orbital energy   -0.029 eV
Max |F|   11.83 eV Å⁻¹

Atoms and positions in Å:
C 0.684 2.976 1.413
C -0.067 1.747 0.951
C 0.649 0.936 -0.134
C -0.027 -0.412 -0.157
N 0.773 -1.475 -0.909
C 2.056 -1.802 -0.289
C 3.178 -1.680 -1.273
C 2.585 -0.868 -2.393
C 1.120 -0.963 -2.284
C -0.027 -2.717 -0.984
C -1.295 -2.576 -1.702
C -2.128 -3.818 -1.718
H 1.750 2.749 1.740
H 0.111 3.488 2.215
H 0.698 3.882 0.793
H -0.908 2.128 0.449
H -0.500 1.126 1.855
H 1.579 0.892 0.168
H 0.650 1.308 -1.139
H -0.999 -0.298 -0.513
H 0.016 -0.736 0.847
H 2.076 -2.847 0.068
H 2.245 -1.167 0.527
H 3.445 -2.603 -1.771
H 4.136 -1.275 -0.749
H 3.056 -1.343 -3.196
H 2.801 0.287 -2.059
H 1.000 -1.887 -2.980
H 0.476 -0.220 -2.702
H -0.107 -3.121 0.104
H 0.642 -3.620 -1.381
H -1.084 -2.075 -2.642
H -1.851 -1.737 -1.608
H -3.063 -3.661 -2.118
H -2.395 -3.983 -0.713
H -1.412 -4.817 -1.870
O -5.928 4.052 2.181
C -4.841 3.518 2.555
O -4.259 4.022 3.492
B -3.224 3.087 3.891
O -3.348 2.028 2.849
C -4.271 2.319 2.043
O -4.478 1.801 0.991
O -3.347 2.701 5.210
C -2.351 3.044 5.811
O -2.299 3.125 7.104
C -1.376 3.661 4.845
O -1.894 3.711 3.732
O -0.334 4.153 5.146
O -2.820 5.264 0.921
C -2.207 5.992 1.683
O -0.970 6.272 1.478
B -0.625 7.372 2.375
O -1.918 7.623 3.097
C -2.793 6.867 2.641
O -3.994 7.120 2.654
O -0.132 8.461 1.559
C 0.992 8.793 2.048
O 1.765 9.634 1.513
C 1.372 7.858 3.000
O 0.490 7.118 3.339
O 2.580 7.677 3.288
O -5.840 -3.768 -3.072
H -5.094 -4.275 -3.594
H -6.209 -3.782 -3.830
O -4.197 -1.996 -4.417
H -4.870 -2.513 -3.930
H -4.745 -1.328 -4.730
O 4.517 -4.271 0.949
H 4.193 -4.354 0.047
H 5.272 -3.690 0.887
O -1.023 0.692 4.825
H -0.151 0.417 4.316
H -0.891 0.337 5.684
O 4.306 -5.094 -1.725
H 3.748 -4.932 -2.653
H 4.217 -5.978 -1.750
O 0.136 2.923 -3.188
H -0.368 3.287 -2.530
H 0.946 3.395 -3.021
O 3.046 -4.155 -3.926
H 2.568 -4.531 -4.618
H 3.717 -3.412 -4.207
O -2.178 -0.861 2.586
H -1.357 -1.294 2.370
H -2.101 -0.026 3.101
O 0.485 -2.068 3.082
H 1.321 -2.426 2.851
H 0.064 -2.890 3.038
O -0.624 -4.423 2.426
H -0.762 -5.257 2.195
H -1.431 -3.967 2.241
O 4.970 1.678 -0.790
H 5.413 1.325 -1.502
H 5.031 1.055 -0.011
O 0.978 -5.976 -1.920
H 1.279 -5.903 -0.994
H 1.762 -5.828 -2.346
O -1.496 4.191 -1.200
H -2.045 3.407 -1.074
H -1.727 4.773 -0.506
O 6.238 -0.120 -2.541
H 6.930 0.519 -2.251
H 6.495 -0.317 -3.502
O -2.279 -0.019 -3.204
H -3.107 -0.384 -3.421
H -2.372 0.671 -2.418
O -3.298 1.890 -1.464
H -4.101 2.042 -2.038
H -3.527 1.952 -0.563
O -2.168 -3.709 -5.213
H -2.658 -2.953 -4.874
H -2.536 -4.600 -4.889
O 3.328 -2.922 2.996
H 3.688 -3.476 2.364
H 4.169 -2.600 3.313
O -3.216 -3.215 1.955
H -3.683 -3.208 2.775
H -3.008 -2.413 2.036
O 3.021 3.108 -2.110
H 3.363 2.438 -1.555
H 3.613 3.167 -2.933
O -0.911 -7.784 -3.066
H -1.852 -7.473 -3.209
H -0.432 -7.082 -2.665
O 5.902 0.130 0.980
H 6.625 0.841 1.444
H 5.248 -0.024 1.680

***

Record 3
The following is a DFT calculation (ωB97M-V/def2-TZVPD) of a 15-piece molecular cluster, C19H68N8O15 overall in a non-equilibrium geometry.

Output
HOMO-LUMO gap   8.9 eV
M   648.79 g/mol
ΔE to the lowest compared entry with this formula, charge and spin   0.0000 eV
Lowest unoccupied orbital energy   0.323 eV
Max |F|   8.17 eV Å⁻¹

Atoms and positions in Å:
C 2.763 -1.010 -4.198
C 2.324 -2.082 -3.160
O 1.267 -1.468 -2.477
H 1.938 -0.636 -4.883
H 3.644 -1.361 -4.718
H 3.191 -0.186 -3.694
H 3.072 -2.327 -2.423
H 1.943 -2.970 -3.669
H 1.505 -0.514 -2.198
C -1.474 -4.040 1.811
C -1.374 -5.300 0.850
O -2.435 -5.188 -0.085
H -1.635 -3.146 1.288
H -0.513 -3.979 2.331
H -2.294 -3.999 2.450
H -1.519 -6.243 1.397
H -0.407 -5.312 0.414
H -1.968 -4.918 -0.879
C -3.315 2.917 3.131
C -3.521 2.150 1.768
O -4.095 2.981 0.747
H -2.590 2.412 3.773
H -4.246 3.218 3.647
H -2.845 3.876 3.014
H -4.216 1.287 1.860
H -2.593 1.749 1.399
H -4.484 2.426 0.099
C 0.286 2.756 3.192
C 0.301 2.317 4.647
O 1.245 3.058 5.363
H -0.423 2.070 2.686
H 1.256 2.635 2.784
H 0.124 3.856 2.930
H 0.579 1.284 4.751
H -0.641 2.402 5.187
H 2.078 2.690 5.065
C 1.699 2.033 -2.973
O 1.397 1.203 -1.887
N 0.770 2.587 -3.656
N 2.953 2.401 -3.246
H -0.219 2.284 -3.615
H 0.970 3.339 -4.275
H 3.700 1.813 -2.788
H 3.228 3.000 -4.034
C 3.442 2.101 1.281
O 2.929 0.986 1.938
N 4.451 2.828 1.722
N 2.984 2.457 0.108
H 4.938 2.586 2.587
H 4.971 3.589 1.222
H 2.398 1.821 -0.357
H 3.135 3.399 -0.346
C -3.554 -0.186 -0.972
O -2.976 1.063 -1.061
N -4.816 -0.387 -1.033
N -2.874 -1.288 -0.633
H -5.437 0.435 -0.998
H -5.365 -1.253 -0.813
H -1.833 -1.228 -0.508
H -3.343 -2.177 -0.644
C -0.709 3.875 -0.316
O 0.531 4.467 -0.427
N -1.070 2.985 -1.237
N -1.707 4.339 0.324
H -0.193 2.518 -1.600
H -1.834 2.355 -1.033
H -1.541 5.033 1.018
H -2.582 3.841 0.503
C -1.283 0.054 -3.659
O -1.768 1.411 -3.571
H -1.263 -0.439 -2.669
H -0.213 0.035 -3.892
H -1.778 -0.663 -4.361
H -2.421 1.376 -2.826
C -2.717 -1.079 3.053
O -3.720 -1.274 2.103
H -3.138 -1.488 3.980
H -2.512 0.000 3.093
H -1.770 -1.501 2.816
H -3.377 -1.093 1.227
C -1.518 -3.463 -3.180
O -0.691 -3.448 -2.093
H -0.871 -3.296 -4.102
H -2.308 -2.664 -3.190
H -2.138 -4.370 -3.210
H -0.097 -2.681 -2.164
C 1.879 -1.396 3.508
O 1.407 -2.395 2.679
H 1.153 -0.579 3.473
H 2.849 -1.091 3.126
H 2.027 -1.799 4.495
H 1.660 -2.146 1.773
C 4.319 -0.209 -1.108
O 4.509 1.108 -1.578
H 3.172 -0.290 -1.050
H 4.610 -0.214 -0.052
H 4.783 -1.021 -1.606
H 4.007 1.656 -0.966
C 1.644 -3.619 0.020
O 2.385 -2.377 0.144
H 1.709 -4.015 -0.973
H 0.586 -3.446 0.303
H 1.989 -4.325 0.728
H 3.287 -2.638 0.107
C -0.026 0.127 0.759
O -0.356 -1.024 0.039
H 0.899 -0.155 1.249
H -0.796 0.429 1.412
H 0.129 1.009 0.167
H 0.426 -1.200 -0.506

***

Record 4
The following is a DFT calculation (ωB97M-V/def2-TZVPD) of a 16-piece molecular cluster, C19H70N14O16 overall in a non-equilibrium geometry.

Output
HOMO-LUMO gap   6.6 eV
M   750.85 g/mol
ΔE to the lowest compared entry with this formula, charge and spin   12.3550 eV
Lowest unoccupied orbital energy   -0.496 eV
Max |F|   8.99 eV Å⁻¹

Atoms and positions in Å:
C 4.145 2.790 -2.068
C 3.618 1.598 -1.261
O 2.675 2.251 -0.377
H 4.568 3.598 -1.464
H 3.300 3.150 -2.692
H 4.866 2.396 -2.793
H 4.382 1.177 -0.607
H 3.236 0.807 -1.801
H 2.272 1.533 0.164
C -0.475 -0.871 0.671
C -0.398 0.657 0.631
O 0.050 0.989 -0.682
H -0.816 -1.154 1.660
H 0.552 -1.264 0.525
H -1.218 -1.285 -0.007
H 0.305 0.834 1.461
H -1.293 1.277 0.854
H 0.300 1.918 -0.666
C -2.376 2.142 -2.914
C -3.028 2.086 -4.248
O -3.672 0.787 -4.403
H -3.079 2.170 -2.058
H -1.784 3.055 -2.789
H -1.658 1.332 -2.746
H -2.315 2.250 -5.081
H -3.791 2.862 -4.277
H -4.097 0.816 -5.275
C -2.726 -3.922 2.899
O -3.083 -5.215 2.674
N -2.586 -3.365 4.082
N -2.616 -3.041 1.941
H -2.675 -4.082 4.801
H -2.051 -2.454 4.272
H -2.526 -3.412 0.995
H -1.943 -2.387 2.129
C -0.046 4.503 -1.093
O -1.004 5.213 -1.748
N 1.169 4.375 -1.461
N -0.333 3.813 -0.020
H 1.470 4.833 -2.380
H 1.751 3.630 -1.098
H -1.406 3.925 0.128
H 0.338 3.550 0.695
C 3.499 -3.040 -0.926
O 4.332 -3.503 0.048
N 3.159 -3.700 -1.974
N 2.820 -1.982 -0.844
H 3.566 -4.574 -2.220
H 2.366 -3.440 -2.560
H 2.977 -1.453 0.009
H 2.124 -1.700 -1.598
C -1.856 0.474 3.720
O -1.405 -0.809 3.968
N -1.397 1.577 4.229
N -2.932 0.693 3.068
H -0.519 1.524 4.740
H -1.555 2.444 3.696
H -3.434 -0.102 2.687
H -3.303 1.643 2.771
C 0.439 -2.109 -2.757
O -0.483 -2.652 -1.955
N 0.986 -0.945 -2.453
N 0.993 -2.672 -3.727
H 0.497 -0.463 -1.591
H 1.549 -0.274 -3.046
H 0.588 -3.565 -3.875
H 1.683 -2.263 -4.393
C -3.155 4.224 1.539
O -3.482 3.150 2.427
N -2.923 5.415 1.942
N -2.945 4.074 0.251
H -3.116 5.570 2.933
H -2.948 6.213 1.310
H -3.361 3.189 0.001
H -2.931 4.779 -0.534
C -2.454 -5.463 -0.599
O -2.456 -6.617 0.158
N -3.301 -5.268 -1.570
N -1.765 -4.403 -0.344
H -3.822 -6.078 -1.905
H -3.271 -4.446 -2.185
H -1.061 -4.489 0.388
H -1.411 -3.778 -1.061
C 1.869 -1.454 4.421
O 1.245 -0.770 3.388
H 2.857 -1.730 4.132
H 1.372 -2.402 4.622
H 1.751 -0.883 5.370
H 0.358 -0.807 3.600
C 2.595 2.996 2.902
O 1.366 3.073 2.145
H 2.621 2.332 3.839
H 2.986 4.002 3.179
H 3.319 2.592 2.155
H 0.810 3.505 2.786
C 1.143 1.833 -3.837
O 2.062 0.806 -4.196
H 0.133 1.774 -4.280
H 1.637 2.737 -4.217
H 1.070 2.131 -2.788
H 2.298 0.778 -5.152
C 4.307 -0.697 1.913
O 3.050 -0.253 1.482
H 5.153 -0.622 1.232
H 4.303 -1.724 2.144
H 4.611 -0.198 2.799
H 2.427 -0.246 2.214
C 1.429 -3.716 1.847
O 0.877 -3.960 0.512
H 1.750 -2.692 1.915
H 2.259 -4.387 1.862
H 0.673 -3.818 2.579
H 1.487 -3.577 -0.094
C -3.145 -0.767 -1.552
O -4.317 -0.676 -2.290
H -3.113 0.115 -0.908
H -2.278 -0.686 -2.233
H -3.087 -1.694 -0.931
H -4.143 0.074 -2.852